C5H16N2O | ωB97M-V/def2-TZVPD

LUMO energy ... -0.2429 hartree
Orbital gap ... 0.4242 hartree
Energy above the lowest of the compared OMol25 structures with the same formula, charge and spin ... 1.541 eV

ORCA input file:
```
! RIJCOSX wB97M-V def2-TZVPD def2/J DEFGRID3
* xyz 2 1
C -1.57 -0.44 -0.97
C -1.37 0.87 -0.16
C 0.17 1.16 -0.21
C 0.83 0.36 0.85
C 0.59 0.45 2.18
N 1.78 -0.68 0.33
N -2.25 1.95 -0.66
H -2.67 -0.76 -1.00
H -0.92 -1.15 -0.77
H -1.21 -0.38 -2.01
H -1.82 0.76 0.95
H 0.40 2.22 -0.17
H 0.46 0.96 -1.22
H 0.92 -0.26 2.89
H -0.14 1.14 2.57
H 1.20 -1.32 -0.26
H 2.41 -0.19 -0.32
H 2.29 -1.17 1.10
H -3.27 1.62 -0.70
H -2.14 2.86 -0.14
H -1.97 2.12 -1.63
H 3.35 -3.22 -0.76
H 2.35 -3.84 0.30
O 2.59 -3.06 -0.17
*
```

---

C14H32B2Br2Ca2Cl2CsF3O13P2S3 | ωB97M-V/def2-TZVPD

LUMO energy ... -0.1748 hartree
Orbital gap ... 0.0509 hartree

ORCA input file:
```
! RIJCOSX wB97M-V def2-TZVPD def2/J DEFGRID3
* xyz 0 1
C 5.96 -1.48 0.94
C 4.64 -1.65 1.95
C 3.49 -0.57 1.46
Br 3.38 0.80 2.97
C 2.04 -1.23 1.11
S 1.65 -2.16 2.73
C 2.21 -2.30 -0.12
O 3.12 -3.23 -0.40
O 1.09 -2.21 -1.07
C 0.08 -1.25 -0.50
B -1.11 -2.27 -0.04
C -1.76 -2.48 1.45
O -1.71 -3.11 -1.14
B -0.56 -0.65 -1.93
C 0.04 -1.08 -3.42
O -1.72 0.27 -1.93
C 0.82 -0.23 0.54
P -0.24 0.61 1.94
O 0.32 2.05 2.31
P 1.59 1.37 -0.25
O 0.29 2.46 -0.79
Br 2.91 0.79 -2.06
H 6.44 -2.57 0.86
H 6.78 -0.76 1.37
H 5.63 -1.22 -0.17
H 5.03 -1.34 3.01
H 4.33 -2.77 1.86
H 3.99 0.03 0.56
H 1.33 -1.25 3.75
H -2.70 -3.22 1.34
H -1.07 -2.97 2.25
H -2.25 -1.45 1.81
H -1.28 -4.02 -1.08
H 1.22 -1.17 -3.45
H -0.37 -2.15 -3.78
H -0.24 -0.27 -4.24
H -2.52 -0.35 -2.05
H -0.49 -0.25 3.06
H -1.55 0.84 1.31
H 0.59 3.42 -0.62
C -6.56 -2.33 -2.41
F -7.64 -3.04 -1.96
F -5.68 -3.26 -2.91
F -7.01 -1.62 -3.50
S -5.80 -1.23 -1.10
O -5.37 -2.14 -0.03
O -6.86 -0.31 -0.69
O -4.67 -0.55 -1.76
Ca -5.14 1.25 -1.63
C -3.19 -0.01 6.96
S -1.76 0.46 5.95
O -1.71 -0.47 4.78
C -0.51 -0.08 7.14
H -4.10 0.20 6.39
H -3.15 -1.08 7.18
H -3.20 0.57 7.88
H -0.63 -1.14 7.35
H -0.60 0.50 8.06
H 0.48 0.09 6.70
O 4.17 3.40 0.56
H 4.03 2.71 1.22
H 3.40 3.98 0.66
Cl -6.64 1.56 1.50
O -2.84 2.48 3.01
H -2.03 2.72 2.60
Cs -1.24 0.97 -4.27
Ca 2.36 -1.10 -5.54
Cl 5.96 0.65 -0.88
C 2.14 4.97 -8.15
C 1.98 3.94 -7.02
O 1.47 2.84 -7.56
H 1.17 5.22 -8.61
H 2.55 5.90 -7.75
H 2.82 4.62 -8.93
H 1.40 4.45 -6.24
H 2.97 3.88 -6.54
*
```

---

C33H30BrIN4O4P2PtS | ωB97M-V/def2-TZVPD

LUMO energy ... 0.0115 hartree
Orbital gap ... 0.2820 hartree
Energy above the lowest of the compared OMol25 structures with the same formula, charge and spin ... 0.000 eV

ORCA input file:
```
! RIJCOSX wB97M-V def2-TZVPD def2/J DEFGRID3
* xyz 0 1
Pt 0.18 0.91 -1.15
C -2.11 1.24 0.66
N -0.83 0.53 0.56
P 0.30 0.88 1.81
C -0.76 0.90 3.31
C -1.39 -0.25 3.79
C -2.23 -0.18 4.89
C -2.45 1.04 5.52
C -1.83 2.18 5.05
C -0.99 2.11 3.95
C 1.21 -0.69 2.08
C 1.48 -1.57 1.04
C 2.29 -2.68 1.23
C 2.86 -2.91 2.48
C 2.62 -2.03 3.52
C 1.80 -0.93 3.32
P -0.73 -0.84 -2.10
C -0.58 -2.50 -1.47
C -1.10 -2.80 -0.21
C -0.94 -4.07 0.32
C -0.26 -5.04 -0.41
C 0.27 -4.74 -1.65
C 0.12 -3.47 -2.19
C -2.50 -0.57 -2.37
C -2.88 0.66 -2.89
C -4.22 0.94 -3.12
C -5.18 -0.01 -2.81
C -4.80 -1.25 -2.30
C -3.46 -1.53 -2.09
H -2.70 0.84 1.48
H -2.68 1.08 -0.27
H -2.03 2.32 0.81
H -1.22 -1.20 3.30
H -2.72 -1.08 5.26
H -3.11 1.09 6.38
H -2.00 3.13 5.54
H -0.50 3.00 3.59
H 1.06 -1.38 0.06
H 2.48 -3.36 0.41
H 3.50 -3.77 2.63
H 3.06 -2.20 4.49
H 1.62 -0.24 4.14
H -1.59 -2.03 0.37
H -1.34 -4.30 1.30
H -0.13 -6.04 0.01
H 0.81 -5.50 -2.21
H 0.53 -3.23 -3.16
H -2.12 1.40 -3.15
H -4.51 1.89 -3.53
H -6.23 0.21 -2.98
H -5.55 -1.99 -2.07
H -3.18 -2.50 -1.70
Br 3.48 3.79 -2.58
C 3.90 2.08 -1.86
C 4.64 1.20 -2.63
C 4.90 -0.04 -2.09
C 4.42 -0.35 -0.82
C 3.70 0.61 -0.15
N 3.43 1.82 -0.65
H 4.98 1.49 -3.62
H 5.46 -0.77 -2.66
H 4.59 -1.31 -0.37
H 3.29 0.41 0.84
O 1.73 -0.11 -5.08
S 0.76 0.42 -4.18
O -0.06 -0.94 -3.59
O -0.29 1.27 -4.68
O 1.39 0.96 -2.90
I -1.04 6.97 -0.40
C -0.04 5.17 -0.34
C 1.20 4.92 0.21
N 1.44 3.62 0.03
N 0.44 3.02 -0.62
C -0.47 3.95 -0.86
H 1.91 5.57 0.68
H 2.30 3.07 0.15
H -1.39 3.71 -1.37
*
```

---

C3H8N2O2 | ωB97M-V/def2-TZVPD

LUMO energy ... 0.0377 hartree
Orbital gap ... 0.3638 hartree
SMILES string ... CC(C)=O.NN=O
Energy above the lowest of the compared OMol25 structures with the same formula, charge and spin ... 4.056 eV

ORCA input file:
```
! RIJCOSX wB97M-V def2-TZVPD def2/J DEFGRID3
* xyz 0 1
C 0.79 1.54 -1.46
C 0.01 0.45 -0.88
C -1.45 0.34 -1.09
O 0.58 -0.43 -0.21
H 0.76 2.39 -0.80
H 1.96 1.32 -1.47
H 0.34 1.81 -2.45
H -2.13 1.12 -0.78
H -1.80 -0.71 -0.65
H -1.63 0.26 -2.18
N 0.66 -2.04 2.43
N -0.27 -1.17 2.18
O 0.03 -0.01 2.26
H 0.46 -3.02 2.45
H 1.66 -1.84 2.65
*
```

---

C3H7N3OS | ωB97M-V/def2-TZVPD

LUMO energy ... 0.0205 hartree
Orbital gap ... 0.3680 hartree
SMILES string ... [H]/N=C(\NC=O)N(C)S
Energy above the lowest of the compared OMol25 structures with the same formula, charge and spin ... 1.784 eV

ORCA input file:
```
! RIJCOSX wB97M-V def2-TZVPD def2/J DEFGRID3
* xyz 0 1
H 1.29 -1.88 0.54
N 0.30 -1.55 0.67
C 0.11 -0.55 -0.12
N 1.11 0.15 -0.82
C 2.44 -0.02 -0.58
O 3.05 -0.83 0.07
N -1.17 0.05 -0.28
C -1.47 1.16 0.59
S -2.50 -0.96 -0.62
H 0.76 0.84 -1.50
H 2.91 0.92 -1.11
H -1.89 0.74 1.62
H -0.48 1.70 0.91
H -2.14 1.94 0.15
H -2.33 -1.71 0.46
*
```

---

C5H14O2 | ωB97M-V/def2-TZVPD

LUMO energy (spin up / spin down) ... 0.1287 / 0.1252 hartree
Orbital gap (spin up / spin down) ... 0.0924 / 0.3405 hartree
Energy above the lowest of the compared OMol25 structures with the same formula, charge and spin ... 1.452 eV

ORCA input file:
```
! RIJCOSX wB97M-V def2-TZVPD def2/J DEFGRID3
* xyz -1 2
C 1.25 -2.43 -0.46
C 0.91 -0.90 -0.53
C -0.56 -0.75 -0.63
C -1.26 0.39 -0.64
C -2.59 0.55 -1.38
H 2.22 -2.67 -0.04
H 1.35 -2.82 -1.50
H 0.38 -2.94 -0.06
H 1.54 -0.44 -1.30
H 1.45 -0.46 0.31
H -1.14 -1.52 -1.17
H -0.85 1.32 -0.28
H -2.49 0.37 -2.45
H -2.85 1.62 -1.28
H -3.32 -0.07 -0.85
H 2.42 1.38 1.76
H 3.74 0.84 2.07
O 3.34 1.69 1.86
H -1.73 2.56 1.62
H -0.82 2.21 2.95
O -0.98 2.08 2.01
*
```

---

no.,DFT total energy (eV)
1,-10454.590
2,-304778.114
3,-159662.787
4,-10312.897
5,-20576.400
6,-9504.410